This record from the OMol25 dataset describes 4 unconnected molecules or ions with the total composition C3H11NO4 at a distorted geometry. The level of theory is ωB97M-V with the def2-TZVPD basis set.

```
19
Properties=species:S:1:pos:R:3:forces:R:3:lowdin_charge:R:1
C -2.6406 -0.9768 -0.1164 1.82 -0.35 1.11 0.30
C 0.9415 -1.0581 1.4272 1.17 -1.44 -3.07 -0.12
O 2.1003 -1.4218 0.7584 -1.19 -0.06 0.33 -0.04
C -1.8505 0.2031 -0.1783 2.17 2.97 -0.60 -0.50
N -1.8183 0.7957 -1.4704 -0.98 -0.90 1.23 0.14
O -1.1685 0.7744 0.7257 -2.20 -1.30 -0.96 0.02
H -3.1700 -1.1606 -0.9863 -1.22 -0.56 -1.46 0.06
H -2.6190 -1.7556 0.6256 -0.05 0.38 0.64 0.09
H -0.0608 -1.2802 0.9968 0.01 -0.84 -1.17 0.09
H 0.9106 -1.5735 2.2890 -0.12 -1.11 3.64 0.06
H 0.8231 -0.0324 1.3730 -0.29 2.71 0.61 0.07
H -2.1809 0.3195 -2.2809 -0.10 -0.02 0.18 0.10
H -1.8194 1.7986 -1.5355 0.50 0.15 0.10 0.12
H 0.1586 1.3842 -0.7371 1.95 0.37 -0.61 -0.02
H 1.8087 1.3203 -0.4992 -1.11 0.42 -1.51 -0.02
O 1.0378 1.5589 -1.1812 -0.72 -0.44 1.48 -0.16
H 2.5856 -0.5146 0.5086 0.28 0.96 -0.85 0.02
H 3.9760 0.7960 0.0487 -2.05 0.28 0.20 0.05
O 2.9858 0.8228 0.2324 2.15 -1.22 0.69 -0.25
```
Forces are in eV/Å.

Computed properties:
* HOMO level: -8.7 eV
* HOMO-LUMO gap: 3.25 eV

***

This record from the OMol25 dataset describes 2 unconnected molecules or ions with the total composition C3H11NOP at a distorted geometry. The level of theory is ωB97M-V with the def2-TZVPD basis set.

```
17
Properties=species:S:1:pos:R:3:forces:R:3:lowdin_charge:R:1
C 1.8541 -0.6300 -0.4679 3.63 -0.24 -6.15 -0.13
C 1.1865 -0.5321 0.7832 1.74 1.95 1.09 -0.23
C -0.9519 0.5524 -0.1562 0.44 -1.11 -5.82 -0.68
N 0.1902 0.5657 0.7395 -0.39 -0.75 -0.04 0.03
O -1.7164 1.6206 0.0973 -0.39 1.68 0.57 -0.04
P -1.8330 -1.1239 -0.0753 -1.59 0.66 -0.52 0.89
H 2.6309 -1.4475 -0.6922 -1.29 0.70 1.37 0.13
H 1.1642 -0.8168 -1.3604 0.58 0.32 1.40 0.08
H 2.5103 0.2559 -0.8155 -1.33 -0.81 0.91 0.12
H 1.8265 -0.2305 1.6401 -0.13 -0.45 -0.56 0.16
H 0.7420 -1.4332 0.9818 -1.64 -1.95 0.94 0.08
H -0.2848 0.7369 -1.6247 -1.66 -0.65 3.99 0.25
H 0.5567 1.4655 0.7296 1.81 2.29 -1.06 0.16
H -0.0473 0.5905 1.6768 -2.12 -0.26 2.78 0.15
H -2.3238 1.9280 -0.6122 0.75 -0.70 0.48 0.15
H -2.5177 -1.0622 -1.3647 0.79 0.07 0.70 -0.06
H -2.9866 -0.4393 0.5208 0.81 -0.76 -0.08 -0.05
```
Forces are in eV/Å.

Computed properties:
* HOMO level: -13.8 eV
* charge: +1
* HOMO-LUMO gap: 10.14 eV

***

This record from the OMol25 dataset describes 2 unconnected molecules or ions with the total composition C3H11NOS at a distorted geometry. The level of theory is ωB97M-V with the def2-TZVPD basis set.

```
17
Properties=species:S:1:pos:R:3:forces:R:3:lowdin_charge:R:1
N -1.1178 1.4027 0.8563 -0.33 0.02 -0.12 -0.02
C 0.3318 1.2255 0.9580 -0.86 -0.49 -0.82 -0.30
C 0.9188 1.1496 -0.4518 -0.91 -1.03 -0.11 -0.30
C 2.4263 1.0846 -0.5148 0.26 -0.17 -0.22 -0.56
S 3.0596 0.7395 -2.2139 -0.25 0.10 0.27 0.68
H -1.4162 2.0024 0.0978 0.30 0.06 -0.03 0.06
H -1.5327 1.7764 1.6950 0.05 -0.05 0.21 0.06
H 0.8202 1.9815 1.5060 0.61 1.25 0.80 0.09
H 0.4564 0.2984 1.5179 0.45 -0.17 -0.18 0.11
H 0.4632 0.2452 -0.8843 0.42 0.05 -0.09 0.11
H 0.5017 1.9399 -1.0802 0.24 0.37 0.17 0.11
H 2.7893 0.2657 0.1082 -0.02 0.17 0.06 0.07
H 2.8906 2.0137 -0.1876 -0.08 -0.02 0.15 0.06
H 3.8917 -0.2288 -1.8308 0.11 -0.08 -0.10 -0.17
O -5.2212 -5.4024 0.1626 0.33 0.25 -0.06 -0.06
H -4.4417 -5.9372 0.3326 -0.04 -0.33 0.09 0.03
H -4.8201 -4.5567 -0.0709 -0.29 0.08 -0.03 0.03
```
Forces are in eV/Å.

Computed properties:
* SMILES: NCCCS.O
* HOMO level: -9.1 eV
* HOMO-LUMO gap: 10.09 eV

***

This record from the OMol25 dataset describes 2 unconnected molecules or ions with the total composition C3H11NOS at a distorted geometry. The level of theory is ωB97M-V with the def2-TZVPD basis set.

```
17
Properties=species:S:1:pos:R:3:forces:R:3:lowdin_charge:R:1
C -0.5660 1.1644 -1.3282 0.42 -1.14 -2.00 -0.11
N 0.2532 0.3912 -0.3750 1.43 -0.16 -0.56 -0.21
C 0.2253 -1.0756 -0.5146 2.25 -0.60 0.00 -0.32
C 1.3190 -1.6657 0.4789 -1.75 2.10 0.77 -0.49
S 0.8456 -0.9258 2.1124 -0.62 0.11 0.51 0.66
H -1.4226 1.7228 -0.9846 0.22 0.51 1.19 0.05
H -1.1287 0.4361 -1.9670 0.86 0.39 -0.04 0.09
H 0.0350 1.8441 -1.9872 -0.48 -0.70 0.56 0.10
H 1.2863 0.5971 -0.3379 -1.76 0.62 -0.37 0.13
H -0.7687 -1.3895 -0.2889 -0.62 -0.65 0.39 0.09
H 0.5363 -1.5664 -1.4706 -0.49 1.05 -0.09 0.12
H 1.2343 -2.7220 0.6592 0.26 -0.42 -0.63 0.04
H 2.3549 -1.2887 0.2730 -0.97 -0.61 -0.14 0.08
H -0.4541 -0.4948 1.8171 1.39 -0.65 0.26 -0.11
O -1.2780 1.7722 1.6368 3.39 -0.52 3.45 -0.05
H -1.9483 1.8888 1.0569 -2.96 0.41 -2.96 -0.05
H -0.5234 1.3114 1.2197 -0.56 0.25 -0.33 -0.02
```
Forces are in eV/Å.

Computed properties:
* SMILES: CNCCS.O
* HOMO level: -8.6 eV
* HOMO-LUMO gap: 9.44 eV

***

This record from the OMol25 dataset describes 2 unconnected molecules or ions with the total composition C3H11NOS at a distorted geometry. The level of theory is ωB97M-V with the def2-TZVPD basis set.

```
17
Properties=species:S:1:pos:R:3:forces:R:3:lowdin_charge:R:1
N 1.9314 0.8481 -0.0259 0.62 -0.25 -0.45 -0.02
C 0.8124 -0.0652 -0.3281 1.24 1.08 1.57 -0.33
C 0.7507 -0.4077 -1.7882 0.12 0.24 -0.15 -0.29
C -0.1773 -1.5748 -2.0494 -0.68 -0.35 -0.69 -0.54
S -1.7813 -1.5204 -1.1164 0.73 0.50 0.25 0.68
H 2.5185 0.5326 0.7211 0.04 0.00 0.19 0.05
H 1.8365 1.8507 0.0090 -0.60 -0.18 -0.08 0.06
H 1.0664 -0.9602 0.2460 -0.23 -0.22 -0.19 0.12
H -0.0702 0.3399 0.1650 -0.59 -0.18 -0.59 0.09
H 0.5541 0.4596 -2.4240 -0.56 0.06 0.25 0.11
H 1.7854 -0.6308 -2.0629 -0.10 -0.48 -0.02 0.11
H 0.2957 -2.5361 -1.8575 0.11 0.08 0.27 0.07
H -0.5071 -1.6039 -3.0882 0.29 0.10 -0.04 0.06
H -2.3623 -2.3690 -1.9369 -0.40 -0.41 -0.30 -0.17
O -2.2140 2.8234 5.4029 -1.30 1.70 0.59 -0.03
H -1.5152 2.2172 5.3305 1.17 -1.39 -0.41 0.00
H -2.9238 2.5965 4.8031 0.13 -0.32 -0.18 0.03
```
Forces are in eV/Å.

Computed properties:
* SMILES: NCCCS.O
* HOMO level: -9.0 eV
* HOMO-LUMO gap: 9.66 eV

***

This record from the OMol25 dataset describes 2 unconnected molecules or ions with the total composition C3H11NOS at a distorted geometry. The level of theory is ωB97M-V with the def2-TZVPD basis set.

```
17
Properties=species:S:1:pos:R:3:forces:R:3:lowdin_charge:R:1
C 0.3435 -0.0783 -2.2771 1.00 1.24 0.62 -0.07
C 0.5272 -0.2593 -0.7794 -0.95 0.45 0.88 -0.52
N 0.1756 1.0507 -0.1718 0.55 -3.34 -1.43 0.03
C -0.4493 -1.3126 -0.2106 1.17 1.04 1.26 -0.47
S 0.0333 -1.7880 1.5258 0.06 -0.74 -0.25 0.69
H 0.5830 -0.9478 -2.8532 -0.49 -0.56 -0.42 0.07
H 1.0429 0.6968 -2.6087 0.31 -0.12 0.01 0.08
H -0.6093 0.4319 -2.4354 -0.39 -0.86 -0.29 0.09
H 1.5141 -0.5554 -0.4094 0.28 -0.05 -0.79 0.11
H 0.2610 0.9582 0.8114 -0.26 1.64 0.39 0.01
H 0.0987 1.7088 -0.9073 0.00 1.52 0.92 0.06
H -1.3923 -0.7882 -0.0946 -0.50 -0.68 -0.62 0.07
H -0.3566 -2.2656 -0.7239 -0.63 0.03 -0.17 0.06
H 0.3121 -0.6246 2.1187 -0.15 0.22 -0.34 -0.20
O -0.9939 1.3153 2.8147 -0.53 0.12 -0.41 -0.07
H -0.9261 0.6862 3.5361 0.38 0.14 0.10 0.03
H -0.1638 1.7720 2.6649 0.15 -0.05 0.53 0.03
```
Forces are in eV/Å.

Computed properties:
* SMILES: C[C@@H](N)CS.O
* HOMO level: -8.8 eV
* HOMO-LUMO gap: 9.45 eV

***

This record from the OMol25 dataset describes 2 unconnected molecules or ions with the total composition C3H11NOS at a distorted geometry. The level of theory is ωB97M-V with the def2-TZVPD basis set.

```
17
Properties=species:S:1:pos:R:3:forces:R:3:mulliken_spin:R:1
C -2.1849 0.9145 -0.0200 0.29 0.91 -0.26 0.06
C -0.8495 0.3735 -0.5831 -0.48 0.35 0.07 0.05
C 0.4141 1.1282 0.2040 0.79 0.52 0.45 0.10
S 1.9403 1.2536 -0.7193 -0.82 -0.88 1.10 0.51
N -0.8590 -1.0408 -0.4838 1.64 1.06 -0.86 0.27
H -2.5500 1.6630 -0.7286 0.01 -0.01 0.10 0.01
H -2.9189 0.1206 0.0090 0.00 -0.11 0.20 -0.01
H -2.0934 1.4226 0.9382 -0.01 -0.24 0.14 0.00
H -0.6196 0.8289 -1.5411 -0.68 -1.03 -0.68 -0.02
H 0.4903 0.6488 1.1806 0.41 0.01 -0.11 0.00
H 0.1706 2.1837 0.3597 -0.75 -0.22 -0.21 0.02
H 2.4956 0.2117 -0.0573 0.40 0.01 -0.43 0.00
H -0.3023 -1.5369 -1.1701 -0.09 -0.04 -0.19 0.00
H -0.6012 -1.3623 0.4301 -0.60 -0.38 0.65 0.01
H 2.8715 -2.7323 1.1781 0.71 -0.91 0.94 0.00
H 1.8488 -1.9065 0.5709 -0.91 0.22 -0.12 0.00
O 2.7476 -2.1703 0.4328 0.11 0.76 -0.79 0.00
```
Forces are in eV/Å.

Computed properties:
* <S²>: 0.7565
* 2S+1: 2
* HOMO level (alpha / beta): -15.0 / -14.3 eV
* charge: +1
* HOMO-LUMO gap (alpha / beta): 11.50 / 5.70 eV

***

This record from the OMol25 dataset describes 2 unconnected molecules or ions with the total composition C3H11NOS2 at a distorted geometry. The level of theory is ωB97M-V with the def2-TZVPD basis set.

```
18
Properties=species:S:1:pos:R:3:forces:R:3:mulliken_spin:R:1
N 0.4963 1.4424 -0.0995 -1.15 -0.29 -1.84 0.00
C 0.0466 0.6836 -1.3828 -0.40 0.98 1.81 -0.02
C 0.6363 1.3354 -2.6331 1.50 -0.82 1.02 -0.01
C -1.4849 0.4523 -1.5488 1.50 -0.88 1.07 -0.04
S -1.9506 -1.1612 -0.8074 -0.10 -0.52 -3.30 0.42
S -2.2880 -0.9336 1.2970 -0.30 0.21 3.31 0.53
H 0.5785 0.7278 0.6158 -0.39 0.27 0.19 0.00
H -0.3041 2.0373 0.1226 0.37 -0.15 0.50 0.00
H 0.3967 -0.3146 -1.1099 0.60 0.03 -1.15 0.01
H 0.1374 2.1931 -3.0685 -0.78 -0.15 0.02 0.00
H 1.6145 1.7594 -2.3081 -0.26 -0.68 -0.60 0.00
H 0.7196 0.4760 -3.3200 0.28 0.82 -0.37 0.00
H -2.0409 1.2782 -1.1299 -0.44 0.30 0.00 -0.01
H -1.6815 0.2798 -2.5914 -0.33 0.39 -0.48 0.09
H -1.4637 -1.9512 1.6415 -0.10 0.49 -0.18 0.00
H 2.8085 -3.2405 5.4300 -0.10 -0.24 -0.04 0.00
H 1.9087 -2.0478 5.4628 -0.38 -0.25 -0.09 -0.01
O 1.8705 -3.0161 5.4296 0.48 0.47 0.13 0.03
```
Forces are in eV/Å.

Computed properties:
* <S²>: 0.7533
* 2S+1: 2
* HOMO level (alpha / beta): 0.2 / -3.5 eV
* charge: -1
* HOMO-LUMO gap (alpha / beta): 2.82 / 6.46 eV

***

This record from the OMol25 dataset describes 2 unconnected molecules or ions with the total composition C3H11NOS2 at a distorted geometry. The level of theory is ωB97M-V with the def2-TZVPD basis set.

```
18
Properties=species:S:1:pos:R:3:forces:R:3:lowdin_charge:R:1
C -0.4114 0.6910 -1.6171 -2.40 -2.73 0.65 -0.16
N 0.5423 0.6110 -0.5247 -2.04 0.84 0.97 -0.16
C -0.0154 1.3473 0.6816 0.68 0.69 -0.84 -0.31
C -1.0161 0.3355 1.2381 3.92 0.22 2.34 -0.43
S -0.0364 -1.2894 1.5972 -0.34 -0.29 0.27 0.42
S 2.0532 -0.9528 1.9123 -0.60 0.43 -1.04 0.31
H -1.4889 0.3198 -1.3464 2.05 0.31 -0.26 0.11
H -0.1380 0.0718 -2.4526 0.37 -0.35 -0.14 0.06
H -0.6048 1.6364 -1.9762 -0.09 2.66 -0.70 0.04
H 1.3224 1.0719 -0.8827 1.83 0.94 -0.22 0.08
H 0.8856 1.6943 1.3521 -2.07 -0.81 -1.07 0.12
H -0.7022 2.2433 0.3783 1.55 -0.99 0.42 0.13
H -1.7229 0.2761 0.4692 -1.26 -1.17 -0.56 0.03
H -1.3631 0.6102 2.2168 -0.68 0.30 0.10 0.05
H 2.3860 -1.3819 3.1464 -0.90 0.09 0.20 -0.21
O 0.2529 -2.1829 -1.6761 1.15 0.65 0.71 -0.07
H -0.3934 -2.8446 -1.7920 -1.21 -1.25 -0.47 0.01
H 0.4502 -2.2569 -0.7241 0.03 0.46 -0.34 -0.02
```
Forces are in eV/Å.

Computed properties:
* SMILES: CNCCSS.O
* HOMO level: -8.5 eV
* HOMO-LUMO gap: 8.65 eV

***

This record from the OMol25 dataset describes 2 unconnected molecules or ions with the total composition C3H11NOS2 at a distorted geometry. The level of theory is ωB97M-V with the def2-TZVPD basis set.

```
18
Properties=species:S:1:pos:R:3:forces:R:3:lowdin_charge:R:1
C -2.3999 -0.6623 -0.7335 -0.90 0.42 -0.64 -0.14
N -1.0978 -0.9681 -0.1563 0.63 0.44 1.09 -0.14
C 0.0462 -0.3657 -0.7959 1.98 -0.29 -2.52 -0.33
C 1.4542 -0.9607 -0.3796 1.13 0.42 -0.45 -0.45
S 2.5261 -0.3051 1.1616 -2.01 0.13 -1.64 0.37
S 2.6069 1.7275 0.5786 -0.53 -0.78 0.37 0.30
H -2.4177 -1.2233 -1.6877 -0.22 0.62 0.22 0.08
H -3.3166 -1.0035 -0.1717 1.44 -0.04 -0.04 0.09
H -2.6042 0.4342 -0.8990 0.40 -0.80 -0.15 0.09
H -0.9651 -0.5440 0.7487 -0.98 -0.63 0.92 0.07
H 0.2016 0.7249 -0.6344 -0.68 -0.15 -0.38 0.07
H 0.0030 -0.5632 -1.9639 0.01 0.54 2.26 0.15
H 1.3661 -2.0346 -0.2175 0.10 0.02 0.15 0.05
H 2.1998 -0.7769 -1.2178 -1.10 -0.24 0.97 0.07
H 3.9206 1.7615 0.6371 0.69 0.20 -0.15 -0.23
O -0.8244 1.5991 2.2114 -0.33 -0.92 -2.06 -0.06
H 0.0693 1.9074 2.2414 1.11 0.62 0.79 -0.01
H -0.7680 1.2527 1.2787 -0.74 0.45 1.26 0.02
```
Forces are in eV/Å.

Computed properties:
* SMILES: CNCCSS.O
* HOMO level: -8.9 eV
* HOMO-LUMO gap: 9.17 eV

***

This record from the OMol25 dataset describes 2 unconnected molecules or ions with the total composition C3H11NOS2 at a distorted geometry. The level of theory is ωB97M-V with the def2-TZVPD basis set.

```
18
Properties=species:S:1:pos:R:3:forces:R:3:lowdin_charge:R:1
C -0.3639 -1.6447 -1.4780 -0.34 0.87 0.48 -0.07
C -0.7646 -1.1772 -0.0583 -0.18 1.68 -1.37 -0.51
N 0.3530 -1.0162 0.8291 0.10 -0.89 0.70 0.02
C -1.4288 0.2186 -0.2886 -0.39 -0.87 -0.41 -0.58
S -1.6178 1.2467 1.1712 -0.16 0.26 0.17 0.47
S -0.2842 2.7639 0.6268 0.24 -0.02 -0.27 0.35
H 0.2507 -0.8289 -1.8654 0.63 -0.42 -0.04 0.07
H 0.1543 -2.5974 -1.4323 0.01 -0.05 -0.35 0.07
H -1.2073 -1.6215 -2.1688 -0.23 -0.63 0.08 0.07
H -1.5903 -1.7840 0.3164 0.53 -0.44 0.56 0.13
H 0.8921 -1.8673 0.9234 -0.06 -0.03 0.05 0.08
H 1.0131 -0.2794 0.6116 -0.24 0.14 -0.20 0.04
H -0.9464 0.7313 -1.1169 0.43 0.43 0.25 0.06
H -2.4214 0.0341 -0.7052 -0.17 0.04 0.24 0.07
H -0.5497 3.5856 1.6470 -0.11 -0.05 0.11 -0.19
O 2.8298 1.1685 1.3430 0.03 0.41 -0.85 -0.08
H 2.2054 1.8345 1.0177 -0.45 -0.04 0.56 -0.04
H 3.4757 1.2333 0.6274 0.34 -0.37 0.27 0.04
```
Forces are in eV/Å.

Computed properties:
* SMILES: C[C@@H](N)CSS.O
* HOMO level: -8.1 eV
* HOMO-LUMO gap: 8.41 eV

***

This record from the OMol25 dataset describes 2 unconnected molecules or ions with the total composition C3H11NOS2 at a distorted geometry. The level of theory is ωB97M-V with the def2-TZVPD basis set.

```
18
Properties=species:S:1:pos:R:3:forces:R:3:lowdin_charge:R:1
C -0.1244 2.3568 0.8784 -2.10 0.21 -0.86 -0.40
S -1.6619 1.3405 1.3995 2.60 0.69 -0.15 0.36
S -2.1497 0.0552 -0.1189 -2.23 -1.16 -0.47 0.39
C -1.2677 -0.6659 -1.5704 -0.11 -1.78 -0.27 -0.53
C 0.1513 -1.2881 -1.4821 -2.94 -2.08 2.29 -0.31
N 0.2754 -2.2012 -0.2796 0.02 1.46 1.80 -0.06
H -0.0459 3.0866 1.7231 0.73 -0.93 -0.77 0.04
H -0.3644 2.9107 -0.0621 -0.08 -0.20 0.85 0.03
H 0.6689 1.6678 0.5622 0.13 0.42 1.03 0.00
H -2.0458 -1.5041 -1.9371 1.40 2.21 0.95 0.12
H -1.2270 0.1874 -2.2037 -0.16 0.22 -1.21 0.02
H 0.2983 -1.9636 -2.3460 0.48 1.09 0.10 0.11
H 0.7153 -0.4237 -1.2886 1.87 0.56 -0.45 0.07
H -0.5781 -2.7760 -0.1186 0.77 0.71 -0.44 0.06
H 0.3614 -1.6112 0.6434 -0.34 -1.40 -2.44 0.09
O 2.5549 0.4538 2.4058 -2.84 -0.63 -1.45 -0.10
H 1.5515 0.3681 2.1860 2.39 0.44 1.07 0.05
H 2.8878 0.0070 1.6086 0.42 0.16 0.43 0.03
```
Forces are in eV/Å.

Computed properties:
* SMILES: CSSCCN.O
* HOMO level: -8.0 eV
* HOMO-LUMO gap: 8.02 eV